# C28H32N4O4

An isolated molecule of C28H32N4O4 (ωB97M-V with the def2-TZVPD basis set, OMol25).

multiplicity = 1
frontier orbital gap = 9.39 eV
LUMO energy = 0.68 eV
structure (SMILES) = CCOc1ccc(N(CC(=O)NCCc2ccccc2)C(=O)CCC(=O)Nc2cc(C)ccn2)cc1

XYZ file:
```
68
Properties=species:S:1:pos:R:3:forces:R:3:nbo_charge:R:1
C 7.89820 -0.07604 1.09439 -0.443 -0.107 -0.030 -0.617
C 6.38584 -0.09143 1.24918 0.220 0.264 0.168 -0.064
O 5.89067 -1.19340 0.51015 0.069 -0.153 -0.112 -0.496
C 4.55891 -1.43201 0.49336 -0.312 -0.097 -0.039 0.313
C 4.15127 -2.54763 -0.24493 0.156 0.103 0.042 -0.274
C 2.81836 -2.88193 -0.33095 -0.003 0.114 0.146 -0.150
C 1.86258 -2.09973 0.30990 0.352 0.213 -0.022 0.068
N 0.48412 -2.45374 0.25119 0.060 -0.207 0.271 -0.432
C -0.06221 -3.10183 1.43470 -0.234 -0.112 0.248 -0.306
C -0.60077 -2.06990 2.43774 0.107 -0.511 -0.322 0.667
O -0.02603 -1.81197 3.47558 0.264 0.047 0.322 -0.631
N -1.75167 -1.50515 2.04291 -0.517 0.237 -0.179 -0.627
C -2.39397 -0.44936 2.78848 -0.068 0.219 0.106 -0.218
C -2.43833 0.85787 1.98855 0.038 -0.186 0.160 -0.438
C -1.06562 1.36002 1.63537 -0.093 -0.001 -0.013 -0.025
C -0.67260 1.46434 0.30773 -0.003 -0.006 0.022 -0.226
C 0.58236 1.94429 -0.02615 0.103 0.055 -0.076 -0.214
C 1.46753 2.32028 0.96895 0.068 0.063 -0.059 -0.227
C 1.08903 2.21274 2.29735 0.072 0.052 0.069 -0.232
C -0.16802 1.73874 2.62734 0.003 -0.026 -0.040 -0.157
C -0.33269 -2.12012 -0.76071 0.393 0.150 -0.194 0.723
O -1.53550 -2.36843 -0.71554 -0.314 -0.173 -0.074 -0.697
C 0.32400 -1.43712 -1.94398 -0.246 -0.083 -0.244 -0.498
C -0.58536 -1.36608 -3.17791 0.065 0.083 0.025 -0.495
C -1.51559 -0.15906 -3.16654 0.221 -0.480 -0.056 0.692
O -1.34987 0.78965 -3.90269 0.061 0.293 -0.178 -0.612
N -2.51817 -0.27548 -2.25641 -0.196 -0.265 0.275 -0.647
C -3.54247 0.61692 -1.97452 -0.278 0.352 0.001 0.382
C -3.81581 1.74624 -2.74613 -0.003 0.065 -0.041 -0.295
C -4.87778 2.55833 -2.38478 0.001 -0.232 0.216 0.052
C -5.22425 3.77860 -3.17641 0.004 0.004 -0.018 -0.635
C -5.62401 2.20271 -1.26087 0.069 -0.003 -0.049 -0.285
C -5.26568 1.06921 -0.55898 -0.186 0.198 -0.032 0.054
N -4.24974 0.29068 -0.89531 0.300 -0.381 -0.115 -0.484
C 2.26010 -1.00309 1.05589 -0.140 -0.260 -0.192 -0.192
C 3.59862 -0.66605 1.14838 0.364 0.063 0.029 -0.254
H 8.16304 0.02181 0.04525 0.063 0.035 -0.086 0.215
H 8.31899 -1.00353 1.47248 0.078 -0.063 0.051 0.215
H 8.31780 0.75862 1.64836 0.063 0.082 0.052 0.214
H 5.95455 0.84272 0.86411 -0.024 -0.113 0.072 0.172
H 6.11266 -0.19624 2.30784 -0.045 0.029 -0.127 0.174
H 4.90667 -3.14032 -0.73552 0.093 -0.073 -0.067 0.227
H 2.51211 -3.75396 -0.89006 -0.047 -0.085 -0.067 0.212
H -0.87183 -3.76574 1.11995 0.103 0.031 0.060 0.235
H 0.73340 -3.67519 1.91257 -0.128 0.109 -0.027 0.233
H -2.13592 -1.74495 1.13662 0.166 -0.119 0.058 0.429
H -3.41506 -0.75550 3.03902 0.092 0.046 0.073 0.196
H -1.82190 -0.32643 3.71079 -0.152 -0.016 -0.056 0.228
H -2.95730 1.60732 2.59115 -0.081 0.015 -0.027 0.216
H -3.01513 0.69114 1.07657 0.011 0.075 0.090 0.231
H -1.36384 1.18567 -0.47314 -0.106 -0.044 -0.088 0.218
H 0.86380 2.03583 -1.06581 0.027 0.009 -0.099 0.217
H 2.44549 2.69869 0.70975 0.088 0.030 -0.019 0.212
H 1.77397 2.50428 3.08039 0.058 0.032 0.071 0.213
H -0.45587 1.66693 3.66579 -0.032 -0.034 0.133 0.205
H 1.23510 -1.98071 -2.19781 -0.023 0.121 0.041 0.242
H 0.62517 -0.43428 -1.62922 0.124 -0.032 0.029 0.250
H 0.03213 -1.28236 -4.07275 -0.111 0.044 0.065 0.239
H -1.18211 -2.27804 -3.24131 0.035 -0.005 -0.042 0.233
H -2.49298 -1.09552 -1.64424 0.054 0.137 -0.188 0.454
H -3.20326 1.97151 -3.60262 0.036 0.009 -0.037 0.255
H -6.22056 3.67603 -3.60531 -0.042 0.043 -0.050 0.225
H -5.22909 4.65713 -2.53272 -0.006 0.076 -0.011 0.225
H -4.51076 3.93426 -3.98094 0.009 0.059 -0.060 0.222
H -6.46265 2.80342 -0.94458 -0.098 0.053 0.065 0.214
H -5.81015 0.75921 0.32391 -0.105 0.054 0.063 0.192
H 1.52321 -0.41477 1.57823 -0.124 0.104 0.060 0.241
H 3.87486 0.19192 1.73893 0.067 0.098 0.052 0.218
```
Positions in Å, forces in eV/Å.

# C28H32NO9PSV

A structure of composition C28H32NO9PSV (ωB97M-V with the def2-TZVPD basis set, OMol25).

net charge = -1
⟨S²⟩ = 2.04
multiplicity = 3
frontier orbital gap (alpha / beta) = 7.68 / 7.67 eV
LUMO energy (alpha / beta) = 2.65 / 2.69 eV

XYZ file:
```
73
Properties=species:S:1:pos:R:3:forces:R:3:mulliken_spin:R:1
V 0.97432 -1.03778 1.19471 0.030 -0.043 -0.118 2.135
O -1.41602 -3.81975 2.23947 0.003 0.047 -0.010 0.000
C -0.13993 -4.42001 2.33580 0.024 -0.017 0.012 0.011
C 0.85201 -3.71454 3.25032 -0.016 0.013 -0.002 -0.008
N 1.24369 -2.33082 2.91975 0.013 -0.021 -0.004 0.001
C 0.21656 -1.32592 3.09892 0.022 0.034 0.045 -0.179
C 1.02442 0.88992 2.04509 0.071 0.178 0.034 0.059
O 1.39093 1.73471 2.69951 -0.114 -0.033 -0.025 0.026
O -0.88231 2.25997 1.07588 0.061 -0.005 0.077 0.015
C 2.54192 -1.98187 3.51569 -0.005 -0.016 -0.020 0.013
C 3.42486 -1.05889 2.66116 0.028 -0.030 -0.054 0.014
O 4.55117 -0.81979 3.05721 -0.026 0.016 0.037 0.006
O 2.89492 -0.62632 1.56638 -0.093 -0.014 0.064 -0.003
H -1.41075 -3.29287 1.42496 -0.007 -0.011 0.010 0.004
H 0.30029 -4.56115 1.34874 -0.003 0.008 0.001 -0.004
H -0.28190 -5.41587 2.76838 0.014 -0.010 -0.014 0.001
H 1.75551 -4.32715 3.22118 0.004 0.001 0.010 -0.001
H 0.47420 -3.72531 4.28115 -0.012 -0.006 -0.003 -0.002
H 0.39789 -0.66486 3.94808 0.008 -0.022 0.007 0.006
H -0.77481 -1.76714 3.13626 -0.012 0.008 -0.045 -0.003
H 3.12360 -2.89090 3.65647 -0.004 0.009 0.022 0.000
H 2.40773 -1.52019 4.49981 0.022 0.004 0.010 0.000
O 0.35270 -4.34150 -1.10041 0.013 -0.027 0.009 -0.002
S 0.55781 -2.95722 -0.77946 -0.018 -0.009 -0.038 0.010
O 1.75674 -2.65680 0.03908 0.030 0.009 0.043 -0.011
O -0.56576 -2.32907 -0.02623 -0.054 0.000 -0.037 0.032
C 0.91976 -2.08089 -2.27902 -0.020 0.025 -0.006 -0.033
C 1.26773 -2.86941 -3.36684 0.008 -0.005 -0.017 0.001
C 1.81302 -2.27508 -4.49417 -0.017 -0.006 0.003 0.001
C 2.02658 -0.90581 -4.49890 -0.002 0.010 0.003 0.000
C 1.65326 -0.13326 -3.40732 0.044 -0.025 0.000 -0.001
C 1.06550 -0.68783 -2.27097 0.011 0.015 0.019 0.003
P 0.14587 0.35028 -0.89215 0.019 -0.047 -0.003 -0.100
C 1.07674 1.88744 -1.20678 0.005 0.022 0.006 -0.025
C 2.45172 1.86226 -0.97935 -0.018 -0.007 -0.012 0.040
C 3.21194 3.01090 -1.13988 0.008 0.002 0.009 0.006
C 2.60537 4.19519 -1.53691 0.008 0.008 0.004 -0.001
C 1.23404 4.22978 -1.74849 -0.016 -0.005 -0.001 0.001
C 0.46969 3.08494 -1.56832 0.014 -0.019 -0.016 -0.001
C -1.35863 0.17594 -1.97159 -0.030 -0.015 0.013 -0.010
C -2.48342 -0.51300 -1.52505 0.009 -0.005 -0.017 -0.011
C -3.60079 -0.64286 -2.33747 -0.009 0.007 0.003 0.000
C -3.62207 -0.06984 -3.60095 -0.007 -0.004 0.001 0.000
C -2.51206 0.63200 -4.04766 -0.004 0.010 0.001 0.000
C -1.38897 0.74582 -3.24103 -0.011 0.014 -0.004 0.000
H 1.13004 -3.94014 -3.30837 -0.002 0.000 0.002 0.000
H 2.08612 -2.88123 -5.34854 0.003 0.002 0.000 0.000
H 2.47564 -0.42942 -5.36285 0.000 -0.003 -0.001 0.000
H 1.81034 0.93818 -3.45164 0.013 0.001 0.007 0.000
H 2.92809 0.94042 -0.65918 0.007 0.005 -0.001 0.005
H 4.27669 2.98041 -0.94519 0.000 0.000 -0.001 0.000
H 3.19757 5.09358 -1.66292 0.002 -0.002 -0.002 0.000
H 0.75330 5.15709 -2.03672 -0.001 -0.002 0.001 0.000
H -0.60654 3.11384 -1.67849 -0.008 0.004 -0.011 0.000
H -2.48108 -0.94920 -0.53822 0.004 -0.019 0.011 0.001
H -4.46159 -1.19254 -1.97590 0.000 0.000 0.001 0.000
H -4.49590 -0.17086 -4.23316 -0.001 0.000 0.000 0.000
H -2.51426 1.08775 -5.03073 0.001 0.001 0.001 0.000
H -0.52515 1.28284 -3.61285 -0.035 0.003 0.004 0.000
C -1.57432 3.42045 2.97084 0.006 -0.006 -0.015 -0.001
C -2.06101 2.51725 1.84438 0.035 -0.006 -0.009 -0.011
C -3.09017 3.24146 0.98156 0.022 -0.013 0.001 -0.001
C -2.63320 1.21773 2.40124 -0.007 0.011 0.000 0.019
O -1.25832 1.38651 0.00218 -0.031 0.005 0.038 0.001
H -2.42475 3.77452 3.55654 0.001 -0.001 0.002 0.000
H -1.04875 4.28263 2.55772 -0.004 0.006 -0.001 0.000
H -0.89317 2.88728 3.63434 0.011 -0.009 -0.009 0.000
H -3.99391 3.44786 1.55980 -0.001 0.004 0.001 0.000
H -3.34807 2.62418 0.12245 -0.008 -0.001 -0.010 0.000
H -2.67812 4.18736 0.62378 0.000 -0.003 -0.005 0.000
H -3.44316 1.43270 3.10260 -0.001 -0.003 -0.007 -0.001
H -1.85551 0.66044 2.92642 0.017 -0.005 0.016 -0.005
H -3.01588 0.59344 1.59582 0.003 -0.005 -0.008 0.001
```
Positions in Å, forces in eV/Å.

Ordered relative energy (zero: lowest compared OMol25 entry of this formula, charge and spin) results: 1.3, 145.5; unit kcal per mole.
Ordered energy results: -1606.25754, -3501.67656; unit Ha.